DFT (ωB97M-V/def2-TZVPD) results for a 3-piece molecular cluster, C15H30NO6 overall.

Element x y z (Å)
O1 8.6239 -2.3878 0.2565
C1 7.4338 -1.9010 0.6265
O2 6.4878 -1.2650 -0.3493
C2 5.3014 -0.9679 0.4721
C3 4.0173 -0.3727 -0.3952
C4 2.8209 -0.0931 0.7339
C5 2.1570 1.4021 0.6267
C6 0.5423 1.3509 0.3473
C7 0.4303 0.8778 -1.2194
C8 -0.3554 -0.5613 -1.2432
N1 -0.7710 -0.7711 0.0629
C9 -1.5208 -2.0957 0.2220
C10 -2.7006 -2.0509 1.3614
O3 -2.4936 -2.1230 2.6949
O4 -4.1025 -1.8879 0.8917
C11 -0.4028 0.2677 1.1354
H1 7.0745 -2.0145 1.7580
H2 5.4951 -0.1785 1.3315
H3 4.9073 -1.9444 1.0240
H4 4.2718 0.5898 -1.0139
H5 3.6570 -1.1898 -1.1846
H6 3.2867 -0.2442 1.8136
H7 2.0427 -0.9590 0.5877
H8 2.6529 1.9360 -0.3174
H9 2.4329 2.1089 1.5478
H10 0.0762 2.4233 0.3913
H11 -0.3710 1.6409 -1.6640
H12 1.3318 1.0448 -1.9512
H13 -0.5567 -1.2678 -2.1552
H14 -2.0470 -2.2997 -0.8299
H15 -0.7558 -2.9891 0.3826
H16 -4.1346 -1.8899 -0.1153
H17 0.2256 -0.1740 2.0420
H18 -1.3347 0.8470 1.5938
C12 1.0984 4.1951 -4.8944
C13 1.1596 3.6200 -3.4946
O5 2.1597 2.6144 -3.4266
H19 0.8774 3.4092 -5.6240
H20 0.3288 4.9690 -4.9648
H21 2.0626 4.6300 -5.1772
H22 0.2010 3.1672 -3.2245
H23 1.3929 4.3976 -2.7607
H24 3.0082 3.0286 -3.6600
C14 -7.4975 -1.1108 3.5361
C15 -7.4979 -2.5501 3.0643
O6 -7.0386 -2.6207 1.7226
H25 -8.1394 -0.4961 2.8967
H26 -7.8535 -1.0385 4.5677
H27 -6.4905 -0.6848 3.4799
H28 -8.5095 -2.9649 3.1013
H29 -6.8481 -3.1687 3.6910
H30 -6.1365 -2.2577 1.7020

Computed properties:
HOMO ... -0.4362 Ha
Net charge ... +1
Multiplicity ... 1

natural (NBO) atomic charge list, values in e, 6 entries: O -0.517; C 0.595; O -0.520; C -0.094; C -0.422; C -0.438

DFT (ωB97M-V/def2-TZVPD) results for a 8-piece molecular cluster, H16O8 overall.

Element x y z (Å)
O1 1.1255 2.9406 0.1200
H1 0.3111 3.3006 -0.1677
H2 0.7200 2.9049 0.9449
O2 -0.6309 -2.5442 -0.8489
H3 -0.0020 -3.0432 -1.3310
H4 -0.3367 -1.6489 -0.8989
O3 -0.6256 0.0411 2.1394
H5 -0.6436 1.0292 2.1681
H6 0.2482 -0.2762 2.2658
O4 3.7640 2.4407 -0.8720
H7 2.8655 2.3068 -0.6792
H8 4.0912 3.0946 -0.2329
O5 2.4539 -0.4059 -0.0263
H9 2.3510 -0.9466 -0.8073
H10 3.2277 0.1900 -0.0673
O6 -0.3156 0.2614 -0.6863
H11 -0.4991 0.2872 0.2582
H12 0.5132 0.7237 -0.6159
O7 -3.3519 -1.3663 -1.1262
H13 -3.8807 -2.0559 -1.4898
H14 -2.5230 -1.3967 -1.6075
O8 -2.6988 -1.9350 1.5167
H15 -3.6225 -2.1325 1.4516
H16 -2.5409 -1.7696 0.5924

Computed properties:
HOMO ... -0.3696 Ha
SMILES string ... O.O.O.O.O.O.O.O
Relative energy (zero: lowest compared OMol25 entry of this formula, charge and spin) ... 65.30 kcal per mole
Multiplicity ... 1

natural (NBO) atomic charge list, values in e, 6 entries: O -0.929; H 0.475; H 0.460; O -0.964; H 0.462; H 0.488

DFT (ωB97M-V/def2-TZVPD) results for C47H37BClCsIN9OS3 as an isolated structure.

Element x y z (Å)
Cs1 0.1918 0.2982 0.3097
C1 -5.2548 -0.6529 -1.8360
C2 -4.2230 -1.6220 -2.3094
C3 -4.0584 -2.1486 -3.5727
C4 -2.9449 -3.0022 -3.4527
N1 -2.4788 -2.9939 -2.2143
N2 -3.2505 -2.1428 -1.5192
B1 -3.1164 -1.9317 0.0130
N3 -1.7514 -2.4303 0.5672
N4 -0.6078 -2.4233 -0.1567
C5 0.3466 -2.8941 0.6324
C6 -0.1671 -3.1934 1.9073
C7 -1.5036 -2.8847 1.8265
C8 -2.5267 -2.9630 2.9097
C9 1.7181 -3.0810 0.1213
C10 2.7479 -3.4663 0.9747
C11 4.0312 -3.6667 0.4874
C12 4.3004 -3.4954 -0.8634
C13 3.2769 -3.1117 -1.7218
C14 1.9996 -2.8973 -1.2327
N5 -3.3158 -0.4251 0.3460
N6 -2.5455 0.4977 -0.2719
C15 -2.8952 1.6789 0.2194
C16 -3.9228 1.5260 1.1730
C17 -4.1635 0.1707 1.2193
C18 -5.1675 -0.5715 2.0391
C19 -2.2344 2.9232 -0.2266
C20 -2.1140 4.0023 0.6460
C21 -1.5402 5.1892 0.2186
C22 -1.0513 5.2995 -1.0751
C23 -1.1318 4.2162 -1.9391
C24 -1.7362 3.0397 -1.5238
C25 -2.2812 -3.8389 -4.4675
C26 -2.8125 -3.9854 -5.7466
C27 -2.1754 -4.7704 -6.6982
C28 -0.9938 -5.4260 -6.3855
C29 -0.4573 -5.2869 -5.1096
C30 -1.0910 -4.5027 -4.1606
H1 -5.9937 -0.5076 -2.6248
H2 -4.8211 0.3168 -1.5856
H3 -5.7726 -1.0210 -0.9479
H4 -4.6515 -1.9202 -4.4433
H5 -4.0013 -2.5449 0.5684
H6 0.3520 -3.5634 2.7758
H7 -2.2192 -3.7059 3.6458
H8 -3.5063 -3.2376 2.5217
H9 -2.6247 -2.0047 3.4264
H10 2.5529 -3.5746 2.0348
H11 4.8274 -3.9338 1.1721
H12 5.3052 -3.6404 -1.2411
H13 3.4809 -2.9550 -2.7745
H14 1.1974 -2.5827 -1.8897
H15 -4.4365 2.2956 1.7259
H16 -5.8538 0.1417 2.4968
H17 -4.6970 -1.1467 2.8367
H18 -5.7459 -1.2707 1.4358
H19 -2.4716 3.9048 1.6645
H20 -1.4504 6.0213 0.9050
H21 -0.5849 6.2206 -1.4020
H22 -0.7157 4.2872 -2.9354
H23 -1.8408 2.1979 -2.1972
H24 -3.7366 -3.4790 -5.9985
H25 -2.6059 -4.8682 -7.6881
H26 -0.4921 -6.0348 -7.1278
H27 0.4674 -5.7894 -4.8520
H28 -0.6799 -4.3867 -3.1658
Cl1 7.1578 -1.0500 3.0897
C31 5.4350 -0.8004 2.8446
C32 4.5845 -0.9471 3.8977
C33 3.2071 -0.7484 3.7340
I1 1.9442 -1.0083 5.3698
C34 2.5998 -0.4141 2.5094
O1 1.3606 -0.2286 2.3551
C35 3.5529 -0.2710 1.3878
N7 3.0229 0.0342 0.1738
C36 3.8141 0.1906 -0.8559
C37 5.2122 0.0559 -0.7726
C38 5.7694 -0.2625 0.4294
C39 4.9439 -0.4456 1.5608
H29 4.9780 -1.2134 4.8699
H30 3.3451 0.4530 -1.7986
H31 5.8206 0.2095 -1.6542
H32 6.8399 -0.3808 0.5332
S1 2.3556 8.3117 0.7126
C40 2.2733 6.7308 0.1304
S2 2.5424 6.3613 -1.5355
C41 2.3368 4.6480 -1.2514
N8 2.0944 4.3947 0.0041
N9 2.0439 5.5638 0.7585
C42 1.7813 5.3360 2.1452
C43 2.0446 4.0686 2.6638
C44 1.7571 3.7948 3.9900
C45 1.2080 4.7710 4.8115
C46 0.9428 6.0253 4.2849
C47 1.2219 6.3162 2.9559
S3 2.5378 3.5090 -2.4966
H33 2.4463 3.3056 2.0155
H34 1.9561 2.8015 4.3728
H35 0.9816 4.5504 5.8471
H36 0.5020 6.7960 4.9061
H37 1.0043 7.2902 2.5486

Computed properties:
HOMO ... -0.0978 Ha
Net charge ... -2
Relative energy (zero: lowest compared OMol25 entry of this formula, charge and spin) ... 24.66 kcal per mole
Multiplicity ... 1

Löwdin atomic charge list, values in e, 6 entries: Cs 1.339; C -0.015; C -0.274; C 0.008; C -0.264; N 0.135

DFT (ωB97M-V/def2-TZVPD) results for C13H23FeN4O3 as an isolated structure.

Element x y z (Å)
Fe1 0.7604 0.0469 0.4445
N1 0.6629 0.1746 2.3557
C1 0.6765 1.6178 2.7493
C2 0.7034 2.5044 1.5146
O1 0.5747 3.6866 1.5224
O2 0.8930 1.8076 0.3728
H1 -0.1746 -0.2813 2.7083
H2 1.4569 -0.3194 2.7543
H3 1.5536 1.8377 3.3556
H4 -0.2024 1.8652 3.3402
C3 3.5160 -4.3459 1.4597
N2 2.5708 -3.3413 0.9750
C4 2.9132 -2.1465 0.5093
N3 4.1992 -1.8064 0.4286
O3 2.0235 -1.3132 0.1209
H5 2.9526 -5.1471 1.9270
H6 4.1779 -3.9126 2.2087
H7 4.1018 -4.7695 0.6430
H8 1.5960 -3.5811 0.9023
H9 4.9385 -2.4738 0.5728
H10 4.4390 -0.9051 0.0512
C5 -1.3270 3.1645 -3.3211
N4 -1.6308 1.8630 -2.6473
C6 -0.6910 0.7950 -3.0892
C7 -1.6585 2.0604 -1.1432
C8 -2.0236 0.8090 -0.3903
C9 -3.3885 0.5726 -0.2035
C10 -3.8571 -0.5670 0.4285
C11 -2.9607 -1.5151 0.8858
C12 -1.5953 -1.2914 0.7428
C13 -1.1184 -0.1443 0.1102
H11 -1.3598 3.0212 -4.3975
H12 -0.3347 3.4819 -3.0102
H13 -2.0670 3.8996 -3.0162
H14 -2.5716 1.5790 -2.9259
H15 0.2885 1.0139 -2.6678
H16 -0.6348 0.8079 -4.1743
H17 -1.0497 -0.1689 -2.7414
H18 -2.4173 2.8238 -0.9785
H19 -0.6912 2.4640 -0.8615
H20 -4.1029 1.3109 -0.5532
H21 -4.9204 -0.7131 0.5612
H22 -3.3156 -2.4161 1.3689
H23 -0.9054 -2.0483 1.1075

Computed properties:
HOMO (spin up / spin down) ... -0.5641 / -0.5646 Ha
⟨S²⟩ ... 0.787
Net charge ... +2
Multiplicity ... 2

natural (NBO) atomic charge list, values in e, 6 entries: Fe 1.244; N -0.743; C -0.365; C 0.761; O -0.508; O -0.718

DFT (ωB97M-V/def2-TZVPD) results for an isolated ion of composition C2H4N3 and charge +1.

Element x y z (Å)
C1 -1.0103 1.0925 0.0118
N1 0.0983 0.3887 0.0639
C2 -0.0815 -0.9431 -0.0394
N2 -1.9020 -0.8838 0.0906
N3 -2.0670 0.2948 0.0127
H1 -1.1633 2.2130 -0.1678
H2 0.9255 0.9497 0.1990
H3 0.6225 -1.6196 0.4279
H4 -0.4352 -1.4008 -0.9820

Computed properties:
HOMO ... -0.5674 Ha
SMILES string ... C1=[NH+]CN=N1
Net charge ... +1
Relative energy (zero: lowest compared OMol25 entry of this formula, charge and spin) ... 76.86 kcal per mole
Multiplicity ... 1

natural (NBO) atomic charge list, values in e, 6 entries: C 0.291; N -0.412; C -0.201; N 0.133; N -0.160; H 0.291

DFT (ωB97M-V/def2-TZVPD) results for a 2-piece molecular cluster, C6H14ClN2 overall.

Element x y z (Å)
C1 0.5694 -1.0228 -0.5758
C2 0.3525 0.5157 -0.8049
C3 -0.3777 -0.2164 1.3304
C4 -0.6600 -2.5394 1.0674
C5 1.5050 1.4338 1.1842
C6 -1.0115 1.9824 0.7127
N1 -0.2092 -1.2705 0.6054
N2 0.0868 0.9928 0.5598
Cl1 -3.7960 -0.4643 -1.0108
H1 0.2923 -1.6931 -1.3221
H2 1.6833 -1.0455 -0.2644
H3 1.2381 1.0210 -1.1254
H4 -0.5669 0.6312 -1.4420
H5 -4.0443 -1.4197 -1.8413
H6 -1.6605 -2.8000 0.7458
H7 -0.0298 -3.3197 0.5398
H8 -0.4971 -2.6511 2.1590
H9 2.3041 0.7657 1.0548
H10 1.6732 2.3274 0.6000
H11 1.3248 1.6218 2.3102
H12 -1.2732 2.3668 1.6950
H13 -0.7016 2.8094 0.1208
H14 -1.9739 1.4913 0.3783

Computed properties:
HOMO ... -0.4900 Ha
Net charge ... +1
Relative energy (zero: lowest compared OMol25 entry of this formula, charge and spin) ... 24.20 kcal per mole
Multiplicity ... 1

natural (NBO) atomic charge list, values in e, 6 entries: C -0.232; C -0.236; C 0.282; C -0.417; C -0.393; C -0.413

DFT (ωB97M-V/def2-TZVPD) results for C30H52CoGeN3O2PS2Si3 as an isolated structure.

Element x y z (Å)
Co1 -0.1513 -0.6319 0.4261
C1 2.2279 -2.6723 1.2106
C2 1.9030 -1.7191 2.3107
C3 2.5245 -1.7993 3.5518
C4 2.2055 -0.8922 4.5429
C5 1.2629 0.0840 4.2778
C6 0.6717 0.1103 3.0296
N1 0.9941 -0.7686 2.0553
C7 -0.3713 1.0884 2.6584
C8 -0.7769 2.2142 3.3605
C9 -1.7743 3.0031 2.8065
C10 -2.3625 2.6605 1.5955
C11 -1.9135 1.5149 0.9571
N2 -0.9325 0.7960 1.4927
C12 -2.4034 0.9229 -0.3053
C13 -3.5611 1.3432 -0.9321
C14 -3.9848 0.6721 -2.0670
C15 -3.2284 -0.3802 -2.5398
C16 -2.0637 -0.7546 -1.8751
C17 -1.2458 -1.9095 -2.3480
N3 -1.6600 -0.1069 -0.7743
H1 3.0591 -3.3194 1.4849
H2 2.4836 -2.1135 0.3085
H3 1.3579 -3.2901 0.9837
H4 3.2530 -2.5785 3.7260
H5 2.6765 -0.9504 5.5149
H6 0.9701 0.7960 5.0349
H7 -0.3250 2.4777 4.3053
H8 -2.1007 3.8945 3.3254
H9 -3.1430 3.2733 1.1684
H10 -4.1271 2.1716 -0.5311
H11 -4.8908 0.9728 -2.5762
H12 -3.5250 -0.9225 -3.4268
H13 -1.4249 -2.1096 -3.4031
H14 -1.5104 -2.7937 -1.7654
H15 -0.1852 -1.7121 -2.1822
C18 -4.7865 -4.1316 0.5855
C19 -3.7549 -4.5598 1.6091
O1 -3.5100 -3.5496 2.5985
P1 -2.6522 -2.2144 2.3359
S1 -2.1754 -1.4648 4.0635
S2 -1.2357 -2.6863 0.9930
O2 -3.6769 -1.2516 1.5221
C20 -4.9250 -0.9326 2.1734
C21 -4.9763 0.5257 2.5649
H16 -5.0140 -4.9692 -0.0762
H17 -4.4123 -3.3050 -0.0194
H18 -5.7101 -3.8214 1.0758
H19 -2.8144 -4.8220 1.1231
H20 -4.1017 -5.4240 2.1751
H21 -5.0554 -1.5670 3.0520
H22 -5.7118 -1.1785 1.4574
H23 -4.1890 0.7494 3.2837
H24 -5.9441 0.7482 3.0186
H25 -4.8551 1.1623 1.6881
C22 4.3465 -0.1486 -3.2654
Si1 2.6415 -0.7930 -2.7879
C23 2.8623 -2.6166 -2.3497
C24 1.6130 -0.7466 -4.3731
Ge1 1.6074 0.4597 -1.0161
Si2 3.4793 1.3658 0.1913
C25 4.6051 2.5064 -0.8077
C26 4.5880 -0.0065 0.8681
C27 2.9559 2.4516 1.6486
Si3 0.8674 2.4004 -2.2133
C28 -0.7388 2.1568 -3.1727
C29 2.1040 3.0039 -3.5078
C30 0.5829 3.8153 -0.9924
H26 4.7565 -0.7687 -4.0678
H27 5.0482 -0.1736 -2.4302
H28 4.2935 0.8794 -3.6285
H29 3.2017 -3.1803 -3.2230
H30 1.9288 -3.0659 -2.0016
H31 3.6094 -2.7491 -1.5636
H32 2.1662 -1.2288 -5.1842
H33 1.3931 0.2750 -4.6850
H34 0.6640 -1.2730 -4.2630
H35 4.9952 2.0538 -1.7178
H36 5.4554 2.7919 -0.1806
H37 4.0786 3.4235 -1.0782
H38 4.8617 -0.7230 0.0899
H39 4.0919 -0.5564 1.6695
H40 5.5106 0.4140 1.2773
H41 2.6473 3.4356 1.2883
H42 3.7979 2.5962 2.3318
H43 2.1286 2.0393 2.2215
H44 -0.7037 1.2632 -3.7990
H45 -0.9094 3.0177 -3.8256
H46 -1.6001 2.0708 -2.5115
H47 2.2027 2.2850 -4.3237
H48 3.0960 3.1709 -3.0915
H49 1.7549 3.9461 -3.9410
H50 -0.0054 3.4875 -0.1315
H51 0.0591 4.6503 -1.4663
H52 1.5357 4.1909 -0.6118

Computed properties:
HOMO (spin up / spin down) ... -0.2621 / -0.2617 Ha
⟨S²⟩ ... 0.776
Relative energy (zero: lowest compared OMol25 entry of this formula, charge and spin) ... 0.00 kcal per mole
Multiplicity ... 2

Löwdin atomic charge list, values in e, 6 entries: Co 0.101; C -0.049; C -0.320; C -0.011; C -0.028; C -0.011

DFT (ωB97M-V/def2-TZVPD) results for CaH14N10O37 as an isolated structure.

Element x y z (Å)
Ca1 1.4695 9.4227 1.4402
N1 0.5609 14.9460 1.1085
O1 0.4809 14.0496 0.2798
O2 -0.4147 15.3088 1.7708
O3 1.6327 15.4392 1.2621
N2 -3.4143 8.1375 2.8095
O4 -4.0771 8.2295 1.8006
O5 -3.5242 8.8894 3.7821
O6 -2.6601 7.1637 3.0061
N3 3.4548 7.7540 3.9155
O7 4.3049 7.0426 3.4094
O8 3.1982 7.6106 5.1166
O9 2.8951 8.6392 3.2722
N4 4.4302 8.7191 -0.0475
O10 3.4276 9.3939 -0.2393
O11 4.3725 7.7081 0.5567
O12 5.4805 9.0977 -0.4561
N5 1.1386 7.2189 -3.5323
O13 1.5401 6.4107 -4.4043
O14 1.9606 8.0712 -3.0619
O15 0.0160 7.3377 -3.1070
N6 -1.1101 11.9736 2.3288
O16 -1.8822 12.0934 1.3685
O17 -0.3516 11.0207 2.4809
O18 -1.2476 12.8007 3.2420
N7 1.6135 4.5422 -1.6789
O19 1.2377 5.0514 -0.6010
O20 0.7915 3.9492 -2.3410
O21 2.7629 4.6464 -2.1150
N8 0.0339 10.0554 6.0408
O22 -1.0546 9.5798 5.9525
O23 0.1761 11.2305 6.0069
O24 0.9846 9.3920 6.3765
N9 3.0679 12.6324 2.1626
O25 3.1972 12.8074 3.3705
O26 3.5689 13.4082 1.3941
O27 2.5693 11.5854 1.7245
N10 -0.3300 10.7049 -1.2528
O28 0.4693 10.4854 -0.3910
O29 -0.8502 9.8648 -1.9438
O30 -0.6054 11.8904 -1.4534
O31 2.5351 12.3454 -1.0039
H1 2.6565 12.2622 -0.0581
H2 1.7818 12.9283 -1.0989
O32 2.6115 10.9747 -3.2424
H3 2.7845 11.5113 -2.4689
H4 2.2241 10.1712 -2.8953
O33 0.0706 8.2356 2.9418
H5 -0.1742 7.3216 3.0865
H6 -0.6662 8.7390 3.2879
O34 -0.1892 4.2641 1.4070
H7 0.4723 3.6674 1.7572
H8 0.2215 4.6501 0.6333
O35 0.8265 7.6429 -0.1318
H9 0.7699 6.6913 -0.2184
H10 0.9627 7.9575 -1.0255
O36 5.2192 11.9029 -1.6636
H11 5.0518 12.2323 -2.5466
H12 4.3716 11.9578 -1.2223
O37 3.7543 10.6200 5.4854
H13 3.5018 10.0463 6.2089
H14 3.5805 10.1040 4.6981

Computed properties:
HOMO ... 0.4199 Ha
Net charge ... -8
Multiplicity ... 1

natural (NBO) atomic charge list, values in e, 6 entries: Ca 1.831; N 0.721; O -0.525; O -0.605; O -0.585; N 0.720

Please write out number 1 again, unchanged.
DFT (ωB97M-V/def2-TZVPD) results for a 3-piece molecular cluster, C15H30NO6 overall.

Element x y z (Å)
O1 8.6239 -2.3878 0.2565
C1 7.4338 -1.9010 0.6265
O2 6.4878 -1.2650 -0.3493
C2 5.3014 -0.9679 0.4721
C3 4.0173 -0.3727 -0.3952
C4 2.8209 -0.0931 0.7339
C5 2.1570 1.4021 0.6267
C6 0.5423 1.3509 0.3473
C7 0.4303 0.8778 -1.2194
C8 -0.3554 -0.5613 -1.2432
N1 -0.7710 -0.7711 0.0629
C9 -1.5208 -2.0957 0.2220
C10 -2.7006 -2.0509 1.3614
O3 -2.4936 -2.1230 2.6949
O4 -4.1025 -1.8879 0.8917
C11 -0.4028 0.2677 1.1354
H1 7.0745 -2.0145 1.7580
H2 5.4951 -0.1785 1.3315
H3 4.9073 -1.9444 1.0240
H4 4.2718 0.5898 -1.0139
H5 3.6570 -1.1898 -1.1846
H6 3.2867 -0.2442 1.8136
H7 2.0427 -0.9590 0.5877
H8 2.6529 1.9360 -0.3174
H9 2.4329 2.1089 1.5478
H10 0.0762 2.4233 0.3913
H11 -0.3710 1.6409 -1.6640
H12 1.3318 1.0448 -1.9512
H13 -0.5567 -1.2678 -2.1552
H14 -2.0470 -2.2997 -0.8299
H15 -0.7558 -2.9891 0.3826
H16 -4.1346 -1.8899 -0.1153
H17 0.2256 -0.1740 2.0420
H18 -1.3347 0.8470 1.5938
C12 1.0984 4.1951 -4.8944
C13 1.1596 3.6200 -3.4946
O5 2.1597 2.6144 -3.4266
H19 0.8774 3.4092 -5.6240
H20 0.3288 4.9690 -4.9648
H21 2.0626 4.6300 -5.1772
H22 0.2010 3.1672 -3.2245
H23 1.3929 4.3976 -2.7607
H24 3.0082 3.0286 -3.6600
C14 -7.4975 -1.1108 3.5361
C15 -7.4979 -2.5501 3.0643
O6 -7.0386 -2.6207 1.7226
H25 -8.1394 -0.4961 2.8967
H26 -7.8535 -1.0385 4.5677
H27 -6.4905 -0.6848 3.4799
H28 -8.5095 -2.9649 3.1013
H29 -6.8481 -3.1687 3.6910
H30 -6.1365 -2.2577 1.7020

Computed properties:
HOMO ... -0.4362 Ha
Net charge ... +1
Multiplicity ... 1

natural (NBO) atomic charge list, values in e, 6 entries: O -0.517; C 0.595; O -0.520; C -0.094; C -0.422; C -0.438

> What is the formula in the sixth record?

C6H14ClN2